Here is a gas-phase ion, C2H4N3 (charge +1) from the OMol25 dataset. Energies are from ωB97M-V with the def2-TZVPD basis set.

Geometry as XYZ:
```
9
Properties=species:S:1:pos:R:3:lowdin_charge:R:1
N -1.363 -1.572 -1.472 0.280
C -0.766 -0.887 -0.801 -0.117
C -0.040 0.028 0.006 -0.340
N -0.396 1.270 -0.107 0.244
N 0.916 -0.541 0.763 0.221
H -1.064 1.392 -0.877 0.163
H -0.018 2.128 0.407 0.208
H 1.073 -1.533 0.588 0.141
H 1.657 -0.286 1.494 0.201
```

Output
total charge	+1
Kohn-Sham gap	11.557	eV
E_LUMO	-5.535	eV
SMILES	N#CC(N)=[NH2+]
E_tot	-242.58540	hartree